Below is a cluster of 6 separate species, C32H72F12N3O3P3 in total in a non-equilibrium geometry, with properties calculated with ωB97M-V with the def2-TZVPD basis set.

Each line ends with the Löwdin charge.
Geometry (Å):
N  -9.10904  18.37855  11.47657  -0.7064
O  -9.90736  18.98397  10.78614  -0.0627
O  -8.56866  19.07335  12.36118  -0.0977
O  -8.76104  17.22390  11.29772  -0.1295
C  1.76068  18.22019  8.71941  -0.1018
C  0.52380  17.37867  8.39356  -0.2557
C  -0.14820  16.65257  9.60421  -0.2446
C  -1.62030  16.21389  9.32818  -0.2192
P  -2.50193  15.29612  10.69387  1.0330
C  -3.89867  14.36823  9.97264  -0.2664
C  -4.41363  13.16677  10.69374  -0.2402
C  -5.26586  12.12961  9.84758  -0.2218
C  -6.67209  12.59689  9.38227  -0.0992
C  -3.21206  16.60391  11.81712  -0.2262
C  -2.16428  17.61133  12.39395  -0.2495
C  -2.64401  18.21738  13.73109  -0.2277
C  -1.40262  18.85272  14.43969  -0.1006
C  -1.31052  14.33677  11.57563  -0.2629
C  -1.75055  13.78554  13.03404  -0.2012
C  -0.61691  12.97796  13.69232  -0.2567
C  0.54295  13.82704  14.20403  -0.0997
H  1.71575  19.11775  9.33623  0.0797
H  2.22991  18.57322  7.80110  0.0736
H  2.42435  17.52619  9.23516  0.0672
H  0.57532  16.59122  7.64165  0.1067
H  -0.17244  18.08181  7.93645  0.1084
H  0.03025  17.31738  10.44936  0.0966
H  0.51103  15.83629  9.89952  0.0952
H  -1.68099  15.62741  8.41141  0.0934
H  -2.23816  17.09324  9.14627  0.1083
H  -3.66362  14.06787  8.95155  0.1051
H  -4.60651  15.19589  9.92735  0.1070
H  -5.03983  13.49715  11.52249  0.1181
H  -3.61945  12.66167  11.24353  0.0779
H  -5.47214  11.23196  10.43047  0.0933
H  -4.72234  11.68559  9.01359  0.0964
H  -6.86390  12.28601  8.35530  0.0690
H  -6.88322  13.64792  9.57940  0.0740
H  -7.50072  12.21734  9.98012  0.0621
H  -3.67095  16.19047  12.71523  0.0828
H  -3.93745  17.23039  11.29806  0.1169
H  -2.05312  18.48714  11.75466  0.1196
H  -1.16663  17.18180  12.48502  0.0865
H  -3.18391  17.45510  14.29283  0.0929
H  -3.45484  18.94175  13.65407  0.1222
H  -0.93333  19.67832  13.90466  0.0743
H  -0.57865  18.17593  14.66580  0.0580
H  -1.62943  19.27535  15.41849  0.0665
H  -0.38749  14.90285  11.70078  0.0699
H  -0.96278  13.64525  10.80818  0.1080
H  -2.51121  13.02580  12.85435  0.0757
H  -2.31846  14.40143  13.73136  0.1105
H  -0.35082  12.39740  12.80901  0.1019
H  -0.99423  12.32300  14.47767  0.1104
H  1.25923  13.37371  14.88926  0.0730
H  0.22364  14.64997  14.84350  0.0725
H  1.04773  14.25631  13.33857  0.0653
C  -8.92130  16.48204  17.20203  -0.0850
C  -9.90033  15.32367  17.28882  -0.2289
C  -10.21164  14.64942  15.91928  -0.1085
N  -11.37381  13.66333  15.93523  -0.2522
C  -11.19123  12.75640  17.14037  0.0092
C  -12.70870  14.37329  16.00281  -0.0943
C  -13.47272  14.07750  14.72257  -0.1271
C  -12.36344  13.58804  13.78307  -0.1366
C  -11.30258  12.82750  14.63711  -0.0601
H  -9.25522  17.41232  16.74249  0.0948
H  -8.14515  16.25408  16.47146  0.0751
H  -8.41757  16.76044  18.12769  0.0813
H  -10.82002  15.70695  17.73084  0.1129
H  -9.51119  14.58728  17.99195  0.0986
H  -9.30720  14.13760  15.59046  0.1309
H  -10.42672  15.39004  15.14901  0.1530
H  -11.20216  13.34793  18.05583  0.0982
H  -10.24305  12.22973  17.03225  0.1135
H  -12.02073  12.04939  17.12810  0.1081
H  -13.25406  14.01938  16.87770  0.1306
H  -12.49538  15.42366  16.20106  0.1416
H  -14.13531  13.24559  14.96132  0.1134
H  -14.11433  14.89193  14.38620  0.1345
H  -12.86625  12.93407  13.07061  0.1137
H  -11.91933  14.39294  13.19742  0.1278
H  -11.42402  11.77436  14.89058  0.1252
H  -10.37322  12.91358  14.07409  0.1266
C  -17.78924  20.90422  5.03621  -0.1111
C  -16.39058  20.35255  5.14375  -0.2378
C  -16.25729  18.85243  4.84723  -0.0734
N  -14.75513  18.32413  4.66528  -0.2148
C  -13.71868  19.30713  4.00652  0.0665
C  -14.82619  17.01716  3.83948  -0.1183
C  -13.62934  16.14837  4.31159  -0.1241
C  -13.68596  16.38432  5.87751  -0.1150
C  -14.15723  17.82700  5.99880  -0.1088
H  -17.79546  21.84985  5.57830  0.0889
H  -18.64128  20.28396  5.31441  0.0805
H  -18.12137  21.11931  4.02056  0.0773
H  -16.14790  20.51656  6.19366  0.1222
H  -15.81377  21.04496  4.53060  0.1117
H  -16.74715  18.46995  3.95177  0.1207
H  -16.75119  18.28109  5.63319  0.1320
H  -13.80328  20.11217  4.73650  0.0963
H  -14.17952  19.62977  3.07291  0.1064
H  -12.73550  18.84252  3.93175  0.1143
H  -14.76729  17.21530  2.76926  0.1307
H  -15.71051  16.42078  4.06398  0.1313
H  -12.64867  16.34873  3.88005  0.1118
H  -13.88983  15.14813  3.96555  0.1115
H  -12.78101  16.23888  6.46743  0.1253
H  -14.42118  15.79247  6.42272  0.1136
H  -13.37995  18.54347  6.26452  0.1338
H  -14.90456  18.00186  6.77276  0.1283
P  -5.66455  21.97332  8.14215  0.2022
F  -5.56052  21.80784  6.53393  -0.1969
F  -5.96514  20.33928  8.14072  -0.2277
F  -4.04872  21.63401  8.33074  -0.2132
F  -5.97330  22.05747  9.72347  -0.1683
F  -5.44407  23.60351  8.01103  -0.1945
F  -7.27017  22.22052  7.99811  -0.2017
P  -13.56506  20.46797  15.79205  0.2694
F  -12.54071  21.75706  15.92236  -0.2125
F  -12.22877  19.47373  15.42647  -0.2362
F  -13.56614  20.16513  17.41342  -0.2005
F  -14.62703  19.23769  15.49345  -0.2107
F  -14.87539  21.45543  16.06166  -0.2207
F  -13.52387  21.03728  14.29174  -0.1876

Its orbital gap is 0.159 hartree. Its LUMO energy is -0.0252 Ha. The HOMO energy is -0.1846 hartree.